#w
{"formula": "C6H11NS", "method": "ωB97M-V/def2-TZVPD", "elements": ["S", "C", "C", "C", "C", "C", "C", "N", "H", "H", "H", "H", "H", "H", "H", "H", "H", "H", "H"], "xyz": [[2.4288, 0.1881, 0.0100], [1.0167, -0.9438, -0.0075], [-0.1099, -0.8096, -1.0370], [-0.5130, 0.6393, -1.2930], [-0.4488, 1.4803, 0.0111], [-0.5291, 0.6242, 1.2985], [-0.1209, -0.8258, 1.0232], [-0.9969, -1.4219, -0.0123], [3.3778, -0.7501, 0.0080], [1.3835, -1.9650, -0.0103], [0.0057, -1.3979, -1.9501], [0.1721, 1.0964, -2.0688], [-1.5068, 0.6367, -1.7263], [0.4815, 2.0137, -0.0227], [-1.2447, 2.2301, 0.0080], [-1.5340, 0.6138, 1.7141], [0.1316, 1.0489, 2.0997], [-0.0264, -1.4152, 1.9566], [-1.9670, -1.0421, -0.0012]], "nbo_charge": [-0.045, -0.351, -0.057, -0.421, -0.426, -0.425, -0.052, -0.616, 0.131, 0.240, 0.197, 0.218, 0.207, 0.215, 0.216, 0.207, 0.220, 0.196, 0.347], "total_charge": 0, "smiles": "S[C@@H]1[C@@H]2CCC[C@H]1N2", "gap_ev": 9.80, "multiplicity": 1}

#x
{"formula": "C6H11NS", "method": "ωB97M-V/def2-TZVPD", "elements": ["C", "C", "C", "C", "C", "C", "H", "H", "H", "H", "H", "H", "H", "H", "H", "H", "H", "N", "S"], "xyz": [[2.0170, -0.6705, -0.4457], [0.5774, -0.4784, 0.0775], [0.2503, -1.7646, 0.5486], [-0.1219, 0.5779, -0.0015], [0.3291, 1.9693, -0.5773], [-2.6353, 0.3291, 0.4361], [2.6994, -1.1294, 0.1904], [2.5085, 0.2133, -1.0595], [1.5747, -1.4466, -1.2600], [-1.2987, -2.0116, 0.6043], [0.9718, -2.9525, -0.5601], [0.9996, -1.7200, 1.5370], [1.2919, 1.9184, -1.1225], [-0.4417, 2.0224, -1.3596], [0.4302, 2.7427, 0.3022], [-1.3932, 1.4629, 1.5506], [-3.4182, 0.9574, 1.0670], [-1.3422, 0.7140, 0.7909], [-2.9987, -0.7339, -0.7183]], "nbo_charge": [-0.620, -0.153, -0.520, 0.163, -0.647, -0.095, 0.218, 0.211, 0.238, 0.256, 0.138, 0.226, 0.224, 0.237, 0.219, 0.399, 0.197, -0.609, -0.081], "total_charge": 0, "gap_ev": 8.67, "multiplicity": 1}

Which of them is most stable? Easy: #w.